No. 1
ORCA calculation (wB97M-V/def2-TZVPD) on C46H43BrCaN9S2Se as an isolated structure.

Positions of all 103 atoms, in Å:
Ca: -0.245 -0.140 -0.539
C: 3.726 1.159 1.498
C: 3.296 1.452 0.061
C: 3.910 0.493 -0.921
C: 5.085 0.840 -1.572
C: 5.719 -0.048 -2.426
C: 5.168 -1.301 -2.623
C: 3.989 -1.690 -1.991
C: 3.451 -3.070 -2.292
C: 4.222 -4.193 -1.596
C: 3.353 -0.778 -1.129
N: 2.124 -1.111 -0.500
C: 2.135 -2.143 0.283
C: 0.972 -2.743 0.834
C: 0.897 -3.833 1.713
C: -0.463 -4.076 1.903
C: -1.139 -3.118 1.132
N: -0.286 -2.314 0.486
H: 3.323 1.906 2.186
H: 4.814 1.172 1.586
H: 3.370 0.179 1.821
H: 3.586 2.471 -0.209
H: 2.212 1.405 -0.005
H: 5.505 1.826 -1.402
H: 6.630 0.237 -2.937
H: 5.648 -2.001 -3.299
H: 3.522 -3.226 -3.370
H: 2.391 -3.137 -2.049
H: 5.284 -4.152 -1.851
H: 3.835 -5.166 -1.902
H: 4.143 -4.130 -0.510
H: 3.088 -2.616 0.535
H: 1.732 -4.368 2.141
H: -0.913 -4.846 2.511
H: -2.205 -2.967 1.029
Br: 0.389 -1.490 6.998
C: 0.303 -0.611 5.317
C: 1.027 0.555 5.127
C: 0.967 1.191 3.898
C: 0.180 0.667 2.875
C: -0.527 -0.508 3.081
C: -0.472 -1.151 4.306
N: 0.111 1.265 1.587
C: 0.123 2.530 1.489
C: 0.158 3.197 0.177
C: 0.231 4.575 0.106
C: 0.326 5.174 -1.145
C: 0.327 4.368 -2.264
C: 0.211 2.989 -2.101
N: 0.144 2.409 -0.910
H: 1.643 0.952 5.922
H: 1.558 2.082 3.730
H: -1.164 -0.898 2.299
H: -1.036 -2.061 4.460
H: 0.136 3.177 2.370
H: 0.198 5.169 1.010
H: 0.369 6.251 -1.238
H: 0.375 4.782 -3.261
H: 0.142 2.344 -2.970
S: -2.006 1.899 -4.853
C: -2.647 2.863 -3.579
C: -2.784 4.256 -3.729
C: -3.136 5.087 -2.678
C: -3.126 6.510 -2.875
N: -3.112 7.647 -3.052
C: -3.397 4.543 -1.412
C: -3.353 3.159 -1.255
C: -3.008 2.327 -2.304
S: -3.021 0.569 -2.140
C: -3.626 5.379 -0.274
N: -3.776 6.064 0.640
H: -2.551 4.686 -4.694
H: -3.576 2.717 -0.290
N: -0.074 -0.546 -3.137
C: 0.149 -1.889 -3.557
C: -0.485 -2.930 -2.884
C: -0.277 -4.241 -3.278
C: 0.559 -4.533 -4.349
C: 1.185 -3.495 -5.024
C: 0.986 -2.180 -4.629
H: -1.039 -0.252 -3.328
H: 0.480 0.089 -3.703
H: -1.132 -2.712 -2.042
H: -0.769 -5.040 -2.737
H: 0.720 -5.559 -4.654
H: 1.834 -3.707 -5.865
H: 1.468 -1.370 -5.164
C: -5.070 -2.721 2.510
N: -4.713 -1.681 3.453
C: -5.238 -1.551 4.727
C: -4.667 -0.450 5.257
N: -3.817 0.046 4.285
C: -2.988 1.226 4.437
C: -3.819 -0.706 3.154
Se: -3.183 0.122 0.037
H: -6.153 -2.850 2.483
H: -4.601 -3.670 2.775
H: -4.724 -2.404 1.528
H: -5.969 -2.228 5.135
H: -4.799 0.018 6.217
H: -3.550 2.015 4.936
H: -2.704 1.561 3.442
H: -2.087 1.002 5.012

Output
Frontier orbital gap   0.1957 hartree
Total charge   -1
Multiplicity   1
Relative energy (zero: lowest compared OMol25 entry of this formula, charge and spin)   0.0 kcal/mol
F_max   0.01172 hartree/bohr
E_LUMO   1.1 eV

---

No. 2
ORCA calculation (wB97M-V/def2-TZVPD) on C46H44F6N8O7RbS4 as an isolated structure at a distorted geometry.

Positions of all 116 atoms, in Å:
Rb: 0.416 -0.861 -0.146
C: -7.276 -0.617 7.179
O: -5.901 -0.441 6.955
C: -5.190 -1.541 6.551
C: -5.709 -2.824 6.479
C: -4.898 -3.876 6.073
C: -3.574 -3.666 5.692
C: -3.060 -2.363 5.789
C: -3.855 -1.323 6.219
N: -2.769 -4.779 5.425
N: -2.002 -4.911 4.441
C: -1.950 -4.105 3.331
C: -2.872 -3.106 2.959
C: -2.784 -2.430 1.772
C: -1.739 -2.653 0.824
O: -1.687 -2.063 -0.274
C: -0.732 -3.658 1.213
N: 0.303 -3.855 0.367
C: 1.187 -4.783 0.648
C: 1.106 -5.597 1.787
C: 0.074 -5.401 2.666
C: -0.882 -4.396 2.412
H: -7.673 0.367 7.416
H: -7.471 -1.289 8.022
H: -7.786 -1.007 6.291
H: -6.739 -3.024 6.741
H: -5.290 -4.884 6.030
H: -2.026 -2.185 5.520
H: -3.464 -0.316 6.295
H: -3.702 -2.892 3.618
H: -3.537 -1.701 1.499
H: 2.002 -4.904 -0.060
H: 1.849 -6.362 1.971
H: -0.032 -6.002 3.558
S: -1.379 2.404 1.806
C: 0.011 3.281 1.998
N: 0.613 3.478 3.189
C: 1.781 4.343 3.254
C: 1.478 5.572 2.426
N: 1.280 5.136 1.051
C: 1.872 5.960 0.002
C: 3.350 6.207 0.198
C: 3.864 7.498 0.164
C: 5.222 7.721 0.352
C: 6.075 6.654 0.585
C: 5.568 5.362 0.611
C: 4.214 5.139 0.417
C: 0.630 3.968 0.808
S: 0.449 3.316 -0.696
C: 0.106 2.932 4.444
C: -0.640 3.994 5.223
C: -1.960 4.305 4.901
C: -2.616 5.336 5.556
C: -1.967 6.069 6.541
C: -0.661 5.753 6.879
C: -0.004 4.719 6.225
H: 2.656 3.835 2.840
H: 1.966 4.605 4.293
H: 2.308 6.275 2.452
H: 0.578 6.065 2.812
H: 1.339 6.916 -0.033
H: 1.695 5.442 -0.938
H: 3.199 8.336 -0.015
H: 5.610 8.732 0.322
H: 7.132 6.830 0.743
H: 6.228 4.519 0.778
H: 3.827 4.130 0.423
H: 0.961 2.566 5.015
H: -0.549 2.099 4.201
H: -2.466 3.737 4.131
H: -3.643 5.566 5.299
H: -2.480 6.877 7.047
H: -0.151 6.310 7.656
H: 1.012 4.468 6.509
F: 4.380 2.143 -1.312
C: 4.865 0.954 -0.964
F: 5.657 0.523 -1.952
F: 5.613 1.100 0.135
S: 3.481 -0.288 -0.676
O: 2.295 0.343 -1.185
O: 3.942 -1.471 -1.330
N: 3.454 -0.464 0.887
S: 2.610 0.598 1.689
O: 1.253 0.223 1.936
O: 2.866 1.962 1.322
C: 3.463 0.415 3.328
F: 4.781 0.571 3.187
F: 3.218 -0.776 3.869
F: 3.020 1.362 4.168
C: 0.628 -3.519 -7.087
C: 1.442 -2.235 -6.965
N: 1.040 -1.417 -5.826
C: 1.921 -1.414 -4.664
C: 1.953 -2.753 -3.933
C: -0.040 -0.612 -6.001
O: -0.657 -0.577 -7.060
C: -0.500 0.231 -4.850
C: -0.722 1.587 -5.059
C: -1.234 2.352 -4.026
C: -1.508 1.730 -2.815
N: -1.307 0.434 -2.608
C: -0.827 -0.298 -3.606
H: 0.958 -4.088 -7.958
H: -0.425 -3.272 -7.214
H: 0.736 -4.142 -6.199
H: 1.297 -1.642 -7.869
H: 2.505 -2.458 -6.858
H: 1.609 -0.633 -3.977
H: 2.933 -1.164 -5.003
H: 0.948 -3.049 -3.628
H: 2.573 -2.659 -3.043
H: 2.372 -3.537 -4.566
H: -0.502 2.018 -6.027
H: -1.415 3.410 -4.154
H: -1.899 2.291 -1.974
H: -0.719 -1.360 -3.401

Output
Frontier orbital gap   0.2127 hartree
Total charge   -1
Multiplicity   1
Relative energy (zero: lowest compared OMol25 entry of this formula, charge and spin)   15.9 kcal/mol
F_max   0.03090 hartree/bohr
E_LUMO   1.6 eV